Record 1
C41H45ClN3O20S2 | ωB97M-V with the def2-TZVPD basis set

Last column: Löwdin charge in e.
Geometry (Å):
1 C -5.4522 -3.7119 0.3015  -0.10
2 C -4.7558 -4.9581 -0.3847  -0.23
3 C -3.9820 -4.5697 -1.7311  -0.13
4 C -4.7695 -5.2511 -2.9154  -0.29
5 C -6.1205 -4.4693 -3.1150  -0.03
6 N -3.9772 -5.4303 -4.1572  0.07
7 C -3.6735 -4.5369 -5.2057  -0.49
8 S -4.1300 -2.7968 -5.3562  1.01
9 C -5.9125 -2.6341 -5.8108  -0.31
10 C -6.4917 -1.4559 -4.9370  -0.51
11 O -7.4379 -1.6575 -4.2313  0.14
12 O -5.9170 -0.1938 -4.9214  -0.02
13 C -5.1320 0.0210 -3.7334  -0.13
14 C -4.5530 1.4995 -3.6906  -0.29
15 C -5.4705 2.3708 -2.7491  -0.02
16 O -3.2600 1.3870 -3.0544  -0.04
17 C -2.4288 2.4604 -3.3644  -0.51
18 O -1.9474 2.6421 -4.4384  0.15
19 C -2.0862 3.4555 -2.1873  -0.44
20 S -0.4613 3.0456 -1.4142  0.72
21 N -2.9328 -5.0906 -6.1829  0.12
22 N -2.7589 -6.3482 -5.7128  0.06
23 C -3.3461 -6.6025 -4.5230  -0.16
24 C -3.2448 -7.9669 -3.7950  -0.57
25 Cl -1.9662 -8.9730 -4.6035  0.68
26 C -4.6059 -8.7240 -3.6083  -0.23
27 C -4.4328 -9.6705 -2.3328  -0.09
28 H -6.4019 -4.0807 0.7721  0.08
29 H -5.7412 -2.9829 -0.5009  0.07
30 H -4.7947 -3.2239 1.0621  0.08
31 H -5.5798 -5.6898 -0.6039  0.10
32 H -4.0172 -5.4598 0.2912  0.11
33 H -4.0588 -3.4535 -1.8408  0.11
34 H -2.9201 -4.9132 -1.7253  0.12
35 H -5.0521 -6.2807 -2.5705  0.12
36 H -6.7698 -4.5447 -2.2041  0.10
37 H -6.6904 -4.8191 -4.0060  0.09
38 H -5.8472 -3.3835 -3.1766  0.06
39 H -6.0042 -2.3583 -6.8976  0.11
40 H -6.5138 -3.5588 -5.6809  0.08
41 H -5.6955 -0.1333 -2.7809  0.13
42 H -4.2280 -0.6459 -3.6725  0.10
43 H -4.5028 1.8868 -4.7398  0.16
44 H -4.9208 3.3105 -2.4968  0.08
45 H -5.6406 1.7797 -1.8122  0.09
46 H -6.4478 2.6414 -3.2271  0.10
47 H -2.8770 3.2645 -1.4127  0.07
48 H -2.1371 4.4860 -2.6018  0.09
49 H -0.2153 4.0353 -0.4866  -0.11
50 H -2.1857 -6.9684 -6.2851  0.15
51 H -2.8542 -7.7425 -2.7643  0.12
52 H -4.8505 -9.4182 -4.4523  0.12
53 H -5.4641 -8.0263 -3.4697  0.10
54 H -3.3292 -9.8778 -2.2580  0.07
55 H -4.6983 -9.1503 -1.3787  0.08
56 H -4.9856 -10.6304 -2.4556  0.09
57 C 2.5964 0.5666 3.9796  0.08
58 C 1.4792 -0.0980 4.2784  -0.24
59 C 0.2761 -0.0457 3.3951  -0.31
60 O -0.7151 -0.6836 3.6989  0.12
61 C 0.3437 0.7838 2.1929  0.08
62 C 1.4612 1.4519 1.8943  -0.22
63 C 2.6724 1.3754 2.7663  -0.27
64 O 3.6762 1.9859 2.4468  0.10
65 O 1.5473 2.2227 0.7950  0.05
66 O 1.3862 -0.8479 5.3958  0.09
67 H 3.4738 0.5348 4.6098  0.15
68 H -0.5387 0.8288 1.5692  0.13
69 H 2.4514 2.5931 0.8032  0.13
70 H 0.4842 -1.2241 5.3884  0.13
71 C 1.6755 3.8086 7.3970  0.08
72 C 1.3944 2.5142 7.2189  -0.21
73 C 0.3065 1.8372 7.9914  -0.31
74 O 0.0704 0.6609 7.7837  0.11
75 C -0.4304 2.6275 8.9755  0.08
76 C -0.1464 3.9215 9.1561  -0.23
77 C 0.9221 4.6047 8.3646  -0.31
78 O 1.1343 5.7882 8.5486  0.12
79 O -0.8077 4.6686 10.0559  0.11
80 O 2.0774 1.7612 6.3343  0.08
81 H 2.4577 4.3099 6.8432  0.14
82 H -1.2023 2.1227 9.5398  0.14
83 H -0.4178 5.5619 9.9918  0.12
84 H 1.6835 0.8663 6.3957  0.08
85 C 6.0229 5.7511 4.5249  0.08
86 C 5.6736 4.9069 3.5482  -0.22
87 C 6.5406 4.7036 2.3468  -0.29
88 O 6.1949 3.9109 1.4870  0.10
89 C 7.7759 5.4755 2.2508  0.08
90 C 8.1240 6.3220 3.2256  -0.22
91 C 7.2722 6.5068 4.4404  -0.31
92 O 7.6358 7.2742 5.3121  0.11
93 O 9.2546 7.0460 3.1602  0.11
94 O 4.5298 4.2014 3.5998  0.08
95 H 5.4070 5.9066 5.4000  0.13
96 H 8.3834 5.3303 1.3666  0.11
97 H 9.2753 7.5732 3.9819  0.12
98 H 4.5121 3.6657 2.7788  0.07
99 C 7.7490 3.0688 -1.2926  0.08
100 C 7.3994 2.2259 -2.2687  -0.23
101 C 8.2642 2.0205 -3.4707  -0.31
102 O 7.9157 1.2284 -4.3272  0.11
103 C 9.5022 2.7932 -3.5663  0.08
104 C 9.8499 3.6390 -2.5911  -0.23
105 C 8.9971 3.8223 -1.3774  -0.29
106 O 9.3591 4.5897 -0.5024  0.10
107 O 10.9814 4.3627 -2.6557  0.11
108 O 6.2537 1.5208 -2.2172  0.10
109 H 7.1336 3.2256 -0.4156  0.11
110 H 10.1106 2.6492 -4.4484  0.14
111 H 11.0026 4.8898 -1.8341  0.12
112 H 6.2378 0.9901 -3.0364  0.12

Calculated values
Energy   -122849.3272 eV
LUMO level   -3.2103 eV
Frontier orbital gap   0.26536 Eh
Charge   +1
Molar mass   999.4 g mol⁻¹
HOMO level   -10.431 eV

---

Record 2
C41H45N3O8W | ωB97M-V with the def2-TZVPD basis set

Last column: Löwdin charge in e.
Geometry (Å):
1 W 0.3932 -0.3340 0.4658  1.82
2 C -1.8183 -1.1517 4.4433  -0.03
3 C -0.5293 -1.4550 3.6668  -0.38
4 C 0.6493 -1.5871 4.6286  -0.05
5 C -0.7462 -2.6819 2.7911  -0.14
6 C -0.5196 -3.9371 3.3335  -0.04
7 C -0.8163 -5.0762 2.6113  -0.06
8 C -1.3889 -4.9600 1.3620  -0.04
9 C -1.6715 -3.7297 0.7700  -0.11
10 C -2.4819 -3.8620 -0.5238  -0.34
11 C -2.2881 -2.8438 -1.6480  -0.04
12 C -3.9707 -4.0187 -0.1673  -0.05
13 C -1.2831 -2.5731 1.4841  -0.15
14 N -1.3917 -1.2441 0.9404  -0.08
15 C -2.5953 -0.6208 0.9593  -0.49
16 O -3.6498 -1.0428 1.3986  0.08
17 C -2.4520 0.7299 0.3816  -0.15
18 C -3.4669 1.6606 0.3270  0.03
19 C -3.1953 2.9414 -0.1214  -0.01
20 C -1.8784 3.2571 -0.4346  0.03
21 C -0.9110 2.2907 -0.3197  -0.16
22 N -1.1713 1.0105 0.0372  0.00
23 C 0.5447 2.5640 -0.3598  -0.47
24 O 1.0305 3.5800 -0.7966  0.13
25 N 1.2133 1.5137 0.2302  -0.08
26 C 2.6090 1.7964 0.5034  -0.17
27 C 3.6261 1.4013 -0.3741  -0.14
28 C 4.9361 1.7588 -0.0744  -0.03
29 C 5.2320 2.4924 1.0549  -0.05
30 C 4.2165 2.8950 1.9041  -0.02
31 C 2.8968 2.5634 1.6458  -0.13
32 C 1.7918 2.9854 2.5984  -0.35
33 C 1.4415 1.8241 3.5408  -0.05
34 C 2.1325 4.2325 3.4129  -0.07
35 C 3.3559 0.6580 -1.6656  -0.37
36 C 4.1379 -0.6567 -1.7253  -0.04
37 C 3.6772 1.5456 -2.8716  -0.04
38 H -1.7109 -0.2275 5.0163  0.08
39 H -2.0335 -1.9683 5.1352  0.09
40 H -2.6696 -1.0490 3.7731  0.07
41 H -0.3247 -0.5963 3.0228  0.07
42 H 0.4248 -2.2937 5.4294  0.08
43 H 0.8544 -0.6226 5.0951  0.08
44 H 1.5515 -1.9197 4.1138  0.07
45 H -0.1172 -4.0292 4.3338  0.11
46 H -0.6252 -6.0548 3.0324  0.11
47 H -1.6540 -5.8628 0.8238  0.12
48 H -2.1731 -4.8223 -0.9458  0.13
49 H -2.3721 -1.8128 -1.3177  0.06
50 H -3.0546 -3.0075 -2.4079  0.09
51 H -1.3225 -2.9802 -2.1254  0.06
52 H -4.3494 -3.1339 0.3303  0.06
53 H -4.1143 -4.8707 0.4991  0.08
54 H -4.5587 -4.1890 -1.0724  0.08
55 H -4.4485 1.3583 0.6654  0.13
56 H -3.9756 3.6865 -0.1839  0.12
57 H -1.5746 4.2546 -0.7216  0.13
58 H 5.7350 1.4644 -0.7441  0.11
59 H 6.2578 2.7626 1.2708  0.11
60 H 4.4620 3.4838 2.7776  0.11
61 H 0.9053 3.2247 2.0093  0.12
62 H 2.3236 1.5235 4.1082  0.10
63 H 1.0940 0.9585 2.9772  0.03
64 H 0.6568 2.1235 4.2398  0.09
65 H 2.8922 4.0194 4.1664  0.08
66 H 1.2367 4.5788 3.9301  0.08
67 H 2.4885 5.0347 2.7657  0.09
68 H 2.2912 0.4210 -1.7155  0.09
69 H 5.2049 -0.4856 -1.5777  0.08
70 H 4.0000 -1.1349 -2.6952  0.08
71 H 3.7944 -1.3409 -0.9493  0.07
72 H 4.7465 1.7594 -2.9163  0.08
73 H 3.1418 2.4935 -2.7955  0.08
74 H 3.3841 1.0481 -3.7987  0.07
75 C 2.9091 -2.9118 1.8662  0.02
76 C 2.9720 -1.4101 2.0414  -0.60
77 O 3.8464 -0.8334 2.6259  0.11
78 O 1.9417 -0.7547 1.4864  -0.25
79 H 3.3452 -3.3923 2.7394  0.09
80 H 3.5016 -3.1994 0.9970  0.09
81 H 1.8856 -3.2422 1.7068  0.07
82 O 1.6174 -3.8291 -1.2341  0.11
83 C 1.1387 -2.7542 -1.4979  -0.54
84 O 0.6426 -1.9624 -0.5587  -0.22
85 C 1.0623 -2.2417 -2.9054  -0.15
86 C 0.4532 -1.0349 -3.2247  -0.04
87 C 0.4491 -0.5434 -4.5302  0.03
88 C 1.0710 -1.3098 -5.4830  -0.21
89 O 1.2061 -1.0596 -6.8154  0.04
90 C 1.9162 -2.1664 -7.3632  -0.13
91 O 2.2128 -3.0679 -6.3040  0.04
92 C 1.6747 -2.5239 -5.1712  -0.19
93 C 1.6820 -3.0177 -3.8967  0.08
94 H -0.0454 -0.4695 -2.4500  0.09
95 H -0.0181 0.3978 -4.7856  0.12
96 H 2.8440 -1.8159 -7.8221  0.14
97 H 1.2977 -2.6686 -8.1117  0.14
98 H 2.1453 -3.9595 -3.6380  0.14

Calculated values
2S+1   3
Energy   -65926.5193 eV
Energy above the lowest of the compared OMol25 structures with the same formula, charge and spin   2.420 eV
LUMO level (spin up / spin down)   -1.1997 / -1.4743 eV
Expectation value of S²   2.020
Frontier orbital gap (spin up / spin down)   0.23308 / 0.26112 Eh
Molar mass   891.7 g mol⁻¹
HOMO level (spin up / spin down)   -7.542 / -8.580 eV